[1]
DFT (ωB97M-V/def2-TZVPD) results for a molecular structure, C6H10O.

Output
LUMO = 0.79 eV
gap between HOMO and LUMO = 7.9444 eV

```
! wB97M-V def2-TZVPD RIJCOSX def2/J DEFGRID3
* xyz 0 1
H 1.753 -1.314 1.224
C -0.940 -1.147 0.514
C 0.582 0.145 0.177
H -0.720 3.011 -0.492
O 0.197 1.409 0.314
H -0.196 1.777 -1.702
C 0.121 -1.116 -2.062
H -0.543 -2.030 1.013
C -0.638 1.948 -0.719
C 0.107 -0.705 -0.824
H 1.323 0.131 2.201
H -1.808 -1.411 -0.087
H -0.646 -1.863 -2.299
H -1.260 -0.424 1.267
H -1.624 1.472 -0.683
H 2.555 0.238 0.932
C 1.604 -0.235 1.208
*
```

---

[2]
DFT (ωB97M-V/def2-TZVPD) results for 2 unconnected molecules or ions with the total composition C2HBrNO3 at a distorted geometry.

Output
LUMO = 3.77 eV
gap between HOMO and LUMO = 8.4112 eV

```
! wB97M-V def2-TZVPD RIJCOSX def2/J DEFGRID3
* xyz -1 1
O -1.720 -0.681 -1.632
C 0.250 -0.114 1.317
N 1.360 -0.407 1.576
O 2.545 -0.432 1.508
Br -1.059 1.776 -0.280
O 0.149 0.308 -2.402
H -0.713 -0.487 1.692
C -0.811 0.036 -1.778
*
```

---

[3]
DFT (ωB97M-V/def2-TZVPD) results for a molecular structure, C30H30BrHfN7O2S.

Output
LUMO = -5.72 eV
gap between HOMO and LUMO = 7.6671 eV

```
! wB97M-V def2-TZVPD RIJCOSX def2/J DEFGRID3
* xyz 2 1
H 0.726 -1.947 5.778
C -0.285 -2.378 0.031
H 0.727 -1.554 -3.357
H 1.290 2.490 -4.856
S 3.811 -3.040 -2.359
C -3.562 -4.181 -2.037
N 0.189 -0.577 2.210
H -4.396 -4.623 -2.569
C 2.556 -2.705 -3.466
C 3.146 1.151 -0.053
H -1.754 -1.264 2.360
H -3.056 -5.959 -0.985
C 2.525 0.164 2.085
C -0.925 -5.120 0.410
H 2.621 -0.867 4.505
N 1.391 1.103 -1.807
H -2.226 0.560 1.338
H 0.772 -5.173 1.697
C -1.249 4.972 1.720
C -2.194 -2.300 -1.585
C 2.622 1.508 -1.433
H 3.586 3.226 -4.168
C -1.378 -2.979 -0.656
C -0.814 -1.157 2.881
N -0.253 1.786 0.430
C 2.968 2.634 -3.504
N 2.276 0.328 0.701
N -0.706 4.045 0.718
H -3.507 0.798 0.141
Hf 0.442 -0.277 -0.135
H -3.809 -2.229 -2.975
C 1.627 -0.971 4.089
Br -1.769 -0.445 -1.943
H 4.405 2.557 -1.881
H 0.622 5.468 -0.012
H -1.623 5.882 1.253
H 0.816 3.869 -0.724
C -1.133 2.764 0.636
C 1.378 -0.483 2.824
C -2.819 -4.914 -1.162
C -0.667 -1.634 4.164
H -1.515 -2.086 4.662
C -3.239 -2.822 -2.269
C 0.154 -4.570 1.041
H -1.185 -6.162 0.565
C -1.719 -4.344 -0.467
H 2.558 -3.106 -4.468
C 0.950 1.468 -3.017
O 3.501 0.497 2.687
H -0.458 5.240 2.421
H -3.965 3.966 1.176
H -2.049 4.505 2.284
H -3.739 1.315 1.816
C -3.449 3.542 0.314
H 0.674 2.147 0.648
C -3.009 1.225 1.011
H -0.041 1.139 -3.298
H 3.471 -1.965 -0.194
N -2.455 2.535 0.705
H -4.193 3.061 -0.322
O 4.188 1.611 0.306
C 1.634 -1.909 -2.885
C 3.431 2.268 -2.251
C 0.613 4.402 0.203
C 0.462 -3.210 0.841
C 1.701 2.229 -3.889
C 0.578 -1.554 4.779
H 1.327 -2.823 1.377
N 1.918 -1.568 -1.575
H 1.412 4.202 0.928
C 3.046 -2.105 -1.182
H -2.977 4.340 -0.251
*
```

---

[4]
DFT (ωB97M-V/def2-TZVPD) results for 14 unconnected molecules or ions with the total composition C28H48B2N2O56S10 at a distorted geometry.

Output
LUMO = -0.87 eV
gap between HOMO and LUMO = 8.1732 eV

```
! wB97M-V def2-TZVPD RIJCOSX def2/J DEFGRID3
* xyz 0 1
O 6.326 -1.830 -1.606
H 0.897 -4.236 -5.545
O -0.474 -2.097 -1.760
O 4.742 -2.181 -3.602
O -3.326 4.590 -3.420
C 5.172 -3.780 -1.013
S 0.473 -3.449 2.510
O -2.060 0.365 5.616
O -0.655 -4.622 -2.724
O -0.566 1.005 -6.509
H 4.416 1.528 0.211
O -0.249 -2.748 1.418
H 0.086 3.553 3.566
O 3.262 3.083 2.377
O 4.814 0.299 2.640
C 4.353 2.613 0.297
C -1.219 -3.347 4.385
C -4.043 5.198 -1.335
C -4.291 -3.646 1.616
O -0.618 -0.324 2.737
H 4.022 -2.016 6.365
O 0.573 -1.509 -7.399
H 4.618 -1.693 -0.382
N 3.770 4.368 -3.152
O -2.096 -0.407 0.544
C 5.494 -2.311 -0.579
H 5.517 -2.633 4.629
O -2.034 2.701 -2.421
H 2.844 3.975 -3.056
O -3.274 2.452 6.293
C 0.191 3.156 5.690
H -1.621 6.802 4.718
H 4.373 -3.892 4.205
H -1.954 -2.748 3.848
H 1.413 -0.250 -0.523
H -4.650 -2.786 -0.408
C -4.328 5.153 -2.842
O 2.454 -0.583 2.519
O 1.170 0.961 -4.930
O 3.552 0.604 -4.631
C -0.346 -5.170 -3.983
O 4.382 -2.150 3.054
C 4.503 3.215 1.714
S -2.072 1.861 5.717
O -3.180 -2.723 -3.296
C 3.635 -2.110 5.350
H -3.628 -2.987 2.176
H -1.446 -3.062 5.412
H 4.094 -3.938 -0.998
B -2.304 4.194 -2.471
O -5.334 -2.082 -4.226
O -0.927 4.641 1.778
O -0.319 -4.897 2.799
H -0.082 4.192 5.892
H -1.279 -5.697 -4.180
H -2.681 0.707 -1.238
O -0.618 2.209 6.478
O 3.000 2.771 -0.032
O -1.345 6.549 0.196
O 1.163 4.022 -2.546
C 3.959 0.779 -3.390
O -3.773 -4.919 1.787
C 1.035 -0.856 -6.472
H -3.971 7.410 3.475
H 0.294 0.735 -0.312
O 5.811 -4.006 -2.170
O -4.707 5.831 -0.496
O -6.100 -6.071 0.905
O 1.573 -3.382 -2.099
S 0.184 -3.157 -2.527
H 2.590 -2.409 5.438
H -5.419 -3.899 -5.189
O -2.317 1.492 1.826
C -5.289 -3.554 -4.164
H 4.129 4.419 -4.094
O 4.848 1.495 -2.925
H -2.172 -5.081 3.603
O 3.076 -0.114 -1.221
C -4.083 -3.578 0.082
H -3.325 5.876 4.095
O 7.255 -2.655 -3.870
H 6.354 -2.212 0.084
H 0.867 -0.231 1.013
H -5.311 -3.472 1.956
O -1.636 2.532 4.259
O 2.056 -1.108 -5.674
O -5.415 5.506 -3.391
C 4.479 -2.817 4.352
H -2.245 2.578 0.161
H -3.051 -3.352 -0.187
H -2.058 8.394 3.877
S 2.077 3.296 1.243
C -1.863 7.324 3.793
H 4.952 3.125 -0.456
C -0.034 3.857 -2.551
S 6.056 -2.593 -3.039
O -3.840 -7.209 0.388
S -4.606 -6.004 0.736
H 0.449 -5.896 -3.810
H 4.511 4.294 1.558
C -3.173 6.675 3.369
O -0.950 4.808 -2.566
C -3.857 -3.865 -3.885
O -0.133 1.419 -2.112
O -4.348 -4.867 -0.465
S -4.158 -1.400 -3.303
H 3.801 5.299 -2.761
H -3.194 -4.139 -4.706
B 2.227 -0.059 -4.631
C -2.942 0.581 -0.188
S -1.398 5.970 1.552
C -2.877 1.802 0.594
C 2.972 0.023 -2.465
S -1.982 -0.149 2.189
O -3.352 -0.353 -3.964
O -3.032 6.042 2.044
O 3.677 -0.762 4.804
H 5.533 -4.489 -0.268
C 0.399 0.429 -5.922
H -3.830 -4.811 -3.345
C -0.029 -4.046 -5.002
C -1.155 -4.771 3.845
C -0.734 2.460 -2.411
H -3.860 2.266 0.675
H 0.124 1.798 4.057
H 5.390 3.023 2.318
S 3.784 -0.623 3.087
H 1.256 2.954 5.804
N 0.583 -0.164 0.046
O 0.974 2.422 1.586
O 2.082 -0.491 -3.234
O 0.041 -2.860 3.963
O 0.025 -2.886 -4.171
H -0.113 -0.861 -0.178
O -4.679 -1.160 -1.953
O 1.912 -3.585 2.381
H -6.052 -4.061 -3.572
H -0.789 -5.336 4.703
O -3.065 -0.769 2.930
O 1.710 4.715 1.084
H -0.858 -3.868 -5.688
O -2.956 4.591 -1.183
H 4.438 3.802 -2.648
C -0.208 2.807 4.304
H -3.969 0.246 -0.041
O -0.867 7.009 2.788
*
```

---

[5]
DFT (ωB97M-V/def2-TZVPD) results for 2 unconnected molecules or ions with the total composition CH6S2.

Output
LUMO = 0.80 eV
SMILES = CS.S
gap between HOMO and LUMO = 9.9408 eV

```
! wB97M-V def2-TZVPD RIJCOSX def2/J DEFGRID3
* xyz 0 1
H -0.145 1.107 -1.231
H 2.170 0.865 0.345
H 1.763 -0.970 0.042
S 2.666 -0.104 -0.408
H -2.283 -0.439 0.716
C -1.286 -0.303 0.301
S -1.185 1.361 -0.413
H -1.116 -1.051 -0.467
H -0.585 -0.464 1.115
*
```

---

[6]
DFT (ωB97M-V/def2-TZVPD) results for a gas-phase ion, C5H14N (charge +2) at a distorted geometry.

Output
LUMO (spin up / spin down) = -7.47 / -14.50 eV
gap between HOMO and LUMO (spin up / spin down) = 13.4112 / 6.2494 eV

```
! wB97M-V def2-TZVPD RIJCOSX def2/J DEFGRID3
* xyz 2 2
C -0.716 2.389 -0.489
H 1.360 -1.754 1.816
H 2.047 -0.517 1.059
H -1.471 -2.037 1.398
C 0.452 1.465 -0.608
H -0.548 3.380 -0.060
H -0.583 -2.801 0.090
C -0.994 -1.846 0.425
H -0.176 0.010 1.327
H -0.891 -0.096 -1.390
H 0.938 1.773 -1.611
H -1.179 2.657 -1.452
N 1.392 -1.288 0.898
H -1.513 1.943 0.131
C 0.045 0.045 -0.856
H 0.733 -0.578 -1.447
C 0.016 -0.753 0.579
H 1.709 -2.022 0.256
H -1.863 -1.613 -0.195
H 1.241 1.645 0.131
*
```